Record 1
Here is C43H33EuO5P2S4 as an isolated structure in a non-equilibrium geometry from the OMol25 dataset. Energies are from ωB97M-V/def2-TZVPD.

Last column: Mulliken charge in e.
Positions of all 88 atoms, in Å:
Eu -0.53589 -0.38458 0.54098  0.304
O -1.79302 0.08234 2.34239  -0.670
C -2.74355 0.20756 1.52436  1.035
O -2.77772 -0.41376 0.43785  -0.552
C -3.77973 1.23996 1.81944  -0.501
C -4.86244 1.05688 2.65202  -0.315
C -5.73075 2.10848 2.91250  -0.594
C -5.49736 3.34486 2.32819  -0.399
C -4.42126 3.53306 1.48413  -0.912
C -3.53138 2.48345 1.21106  0.560
S -2.16021 2.68482 0.18153  -0.333
H -5.03160 0.08933 3.10145  0.483
H -6.57306 1.96452 3.57858  0.354
H -6.16691 4.16999 2.54761  0.339
H -4.23117 4.49699 1.03034  0.415
O 0.85390 -3.40117 -1.66244  -0.697
S 0.52178 -2.00691 -1.55902  1.263
O 1.26094 -1.27464 -0.52345  -0.207
O -0.90579 -1.68176 -1.46052  -0.466
C 1.03443 -1.22999 -3.09909  0.306
C 1.91536 -1.85476 -3.95810  -0.567
C 2.34046 -1.20273 -5.10671  -0.717
C 1.85866 0.06914 -5.38228  -0.694
C 0.94981 0.67502 -4.53272  -0.058
C 0.52523 0.03290 -3.36619  -1.231
P -0.65215 0.78832 -2.15929  1.419
C -2.21544 0.46228 -3.05847  0.632
C -3.36818 1.03320 -2.52254  -0.041
C -4.58847 0.86688 -3.14880  -0.918
C -4.67559 0.11124 -4.30723  -0.648
C -3.53768 -0.48009 -4.83033  -0.631
C -2.30914 -0.30464 -4.21553  -0.783
C -0.32579 2.53345 -2.65171  0.375
C -1.24812 3.39138 -3.23097  -0.173
C -0.89408 4.69212 -3.53927  -0.738
C 0.38275 5.15030 -3.27540  -0.606
C 1.30589 4.30687 -2.67687  -0.782
C 0.94978 3.01389 -2.35201  -0.161
H 2.24564 -2.84986 -3.70484  0.601
H 3.02925 -1.67990 -5.78766  0.382
H 2.17740 0.59114 -6.27518  0.410
H 0.55883 1.65036 -4.78285  0.503
H -3.28790 1.60989 -1.60729  0.161
H -5.47466 1.32304 -2.72871  0.463
H -5.63406 -0.02196 -4.79470  0.349
H -3.61045 -1.08228 -5.72718  0.401
H -1.43041 -0.77218 -4.63795  0.325
H -2.25027 3.04474 -3.43841  0.370
H -1.62555 5.34844 -3.98957  0.381
H 0.65456 6.16611 -3.52648  0.336
H 2.30081 4.66818 -2.45314  0.422
H 1.65419 2.35677 -1.85739  0.536
S -0.50860 -5.27184 4.18088  -0.610
P 0.31355 -3.90911 3.02555  1.188
S -0.81988 -3.06288 1.61471  -0.419
C 1.14534 -2.65249 4.09683  -0.113
C 2.12572 -3.09322 4.97957  -0.591
C 2.75929 -2.19524 5.81590  -0.559
C 2.41148 -0.85159 5.78111  -0.621
C 1.41841 -0.41654 4.92018  -0.498
C 0.78178 -1.31610 4.07965  0.054
C 1.82100 -4.61204 2.22620  -0.062
C 2.66348 -3.78437 1.49517  -0.039
C 3.82783 -4.29966 0.95695  -0.880
C 4.14951 -5.63587 1.14050  -0.432
C 3.28375 -6.47153 1.82424  -0.492
C 2.11871 -5.95893 2.36598  -0.295
H 2.37258 -4.14702 5.00961  0.343
H 3.52772 -2.53601 6.49893  0.368
H 2.91230 -0.14514 6.42984  0.368
H 1.13972 0.62636 4.88279  0.518
H -0.00374 -0.97042 3.40769  0.531
H 2.39401 -2.74919 1.32663  0.326
H 4.49057 -3.65753 0.39290  0.429
H 5.07660 -6.02592 0.74085  0.351
H 3.52089 -7.52211 1.94348  0.365
H 1.42769 -6.59125 2.90849  0.301
C 3.31696 3.17612 1.90378  -0.384
C 2.18982 3.58042 1.20877  -0.871
C 1.18175 2.67236 0.91960  -0.271
C 1.21152 1.30333 1.28313  0.685
C 2.38783 0.95782 1.98832  -0.236
C 3.40098 1.85405 2.29990  -0.942
H 4.11062 3.87910 2.13676  0.319
H 2.09099 4.61529 0.89169  0.398
H 0.31790 3.05930 0.38672  0.264
H 2.52374 -0.07385 2.31391  0.400
H 4.26829 1.51900 2.86064  0.381

- Energy relative to the best compared isomer or geometry (same formula, charge and spin): 0.00 kcal/mol
- Orbital gap (spin up / spin down): 0.2222 / 0.2223 Ha
- Net charge: -2
- Spin multiplicity: 7

---

Record 2
Here is an isolated ion of composition C8H16N4 and charge +2 in a non-equilibrium geometry from the OMol25 dataset. Energies are from ωB97M-V/def2-TZVPD.

Last column: Mulliken charge in e.
Positions of all 28 atoms, in Å:
N -0.37218 2.04779 0.74545  -0.387
C -0.54603 0.76816 0.55149  0.329
C -1.52671 0.07943 -0.07175  -0.203
N -2.83142 0.78596 -0.42981  -0.234
C -1.61475 -1.37957 -0.29686  -0.775
C -0.78520 -2.25168 0.26586  -0.631
N 0.44699 -1.66675 0.84208  -0.225
C 0.82222 0.04135 0.84653  0.616
N 1.21473 0.37237 2.07416  -0.428
C 1.82901 0.15287 -0.25598  -0.664
C 1.47740 -0.42367 -1.60029  -0.484
C 1.70713 1.03995 -1.42773  -0.935
H -1.08950 2.79914 0.58329  0.199
H 0.59480 2.41502 0.98567  0.318
H -2.59079 1.79634 -0.33224  0.359
H -3.71610 0.59004 0.11197  0.376
H -3.05015 0.71800 -1.45577  0.424
H -2.49817 -1.52390 -0.88177  0.469
H -0.97792 -3.31677 -0.00534  0.381
H 0.52611 -2.07620 1.76351  0.424
H 1.20853 -2.10983 0.28541  0.433
H 0.46026 0.07432 2.79940  0.352
H 2.18621 0.04506 2.21684  0.357
H 2.83550 0.08348 -0.11290  0.699
H 0.49108 -0.90632 -1.75134  0.233
H 2.25297 -1.08142 -2.02338  0.318
H 2.64791 1.32890 -1.76598  0.393
H 0.89808 1.59794 -1.66050  0.287

- Energy relative to the best compared isomer or geometry (same formula, charge and spin): 51.20 kcal/mol
- Orbital gap: 0.3395 Ha
- Net charge: +2

---

Record 3
Here is C38H36ClHfN4O4P2S2 as an isolated structure in a non-equilibrium geometry from the OMol25 dataset. Energies are from ωB97M-V/def2-TZVPD.

Last column: Mulliken charge in e.
Positions of all 88 atoms, in Å:
Hf 1.89722 -0.43313 0.24759  1.172
N 4.64591 1.87676 2.40689  0.003
C 3.96205 1.58877 3.58254  0.482
C 4.17056 2.00436 4.89314  -1.116
C 3.25340 1.58063 5.82141  -0.543
C 2.18589 0.70746 5.48120  -0.957
C 2.02044 0.32819 4.17152  -0.231
C 2.92065 0.71840 3.21159  0.216
N 2.95936 0.65195 1.78945  0.479
C 4.06909 1.26363 1.37850  0.603
C 4.40093 1.27000 -0.04268  -0.393
C 5.48801 1.82703 -0.66158  -0.485
S 5.36717 1.59985 -2.37752  -0.020
C 3.86521 0.81315 -2.15976  -0.386
N 3.45458 0.71492 -0.89158  -0.023
H 5.53605 2.35757 2.42151  0.288
H 5.05885 2.61189 5.13020  0.427
H 3.28794 1.99794 6.80725  0.453
H 1.44519 0.54882 6.24182  0.475
H 1.23332 -0.38314 3.84966  0.422
H 6.31051 2.32151 -0.15324  0.444
H 3.38427 0.37579 -3.02863  0.539
C -6.85794 0.81474 -0.35794  -0.927
S -5.46966 -0.22555 0.11775  0.054
C -4.90997 -0.90524 -1.41154  -1.083
C -3.41302 -1.25893 -1.36497  0.301
C -2.65025 0.09420 -1.26897  -1.275
N -1.21438 0.04523 -0.93106  0.430
P -0.67165 0.03111 0.72982  0.511
C -1.87923 -0.43582 1.90768  1.309
C -2.85842 0.42165 2.43577  -0.124
C -3.78720 -0.10017 3.29831  -0.896
C -3.74493 -1.42246 3.71204  -0.511
C -2.73838 -2.24310 3.26860  -1.046
C -1.82738 -1.78211 2.31398  -0.476
C -0.19711 1.77783 0.98472  0.946
C 0.24391 2.53402 -0.08002  -0.543
C 0.95684 3.73412 0.13061  -0.850
C 1.12075 4.19064 1.44037  -0.663
C 0.46842 3.47446 2.51341  -1.017
C -0.11582 2.24046 2.29790  -0.757
P 0.10948 -0.37687 -1.88686  1.085
C 0.07847 0.34952 -3.56779  0.358
C -0.81837 -0.09395 -4.59750  -0.304
C -0.64199 0.28634 -5.90790  -0.790
C 0.38366 1.19378 -6.20300  -0.557
C 1.16757 1.73934 -5.22217  -1.246
C 1.00458 1.28118 -3.88675  -0.133
C 0.07403 -2.20073 -2.06453  1.445
C 0.58473 -2.71992 -3.25058  -1.272
C 0.39656 -4.03733 -3.58242  -0.743
C -0.12190 -4.94660 -2.65965  -0.786
C -0.64658 -4.41442 -1.42667  -0.863
C -0.53598 -3.06193 -1.15004  -0.433
H -6.87564 1.51443 0.46838  0.369
H -7.81546 0.25578 -0.54859  0.296
H -6.52839 1.30637 -1.24532  0.300
H -4.98959 -0.19089 -2.28734  0.437
H -5.51855 -1.77259 -1.64659  0.516
H -3.15025 -1.96445 -2.26822  0.166
H -3.19063 -1.80254 -0.44293  0.096
H -3.17436 0.70607 -0.54375  0.629
H -2.78807 0.62075 -2.21830  0.623
H -2.93082 1.46147 2.11870  0.415
H -4.59935 0.44100 3.72919  0.538
H -4.57080 -1.71047 4.38942  0.413
H -2.72687 -3.26041 3.61162  0.510
H -1.05676 -2.41174 1.91956  0.371
H 0.21610 2.15078 -1.08655  0.526
H 1.35947 4.25283 -0.75607  0.512
H 1.74223 5.05774 1.70571  0.458
H 0.70386 3.88498 3.45035  0.474
H -0.46547 1.70995 3.17213  0.524
H -1.61790 -0.82674 -4.39791  0.353
H -1.13207 -0.23637 -6.69171  0.450
H 0.48954 1.49634 -7.21687  0.449
H 1.84583 2.50334 -5.50990  0.496
H 1.67875 1.61738 -3.12201  0.771
H 0.95668 -2.11371 -4.03524  0.590
H 0.78429 -4.32587 -4.59430  0.395
H -0.15266 -5.99442 -2.89819  0.488
H -1.07981 -5.15337 -0.74880  0.513
H -1.09785 -2.61961 -0.33731  0.058
O 2.86211 -2.41369 -0.18084  -0.783
Cl 2.73807 -3.07356 1.15887  1.665
O 2.06117 -4.30734 0.95314  -0.474
O 3.88206 -3.09092 1.93576  -0.466
O 1.73570 -2.03637 1.71400  -0.668

- Energy relative to the best compared isomer or geometry (same formula, charge and spin): 4.21 kcal/mol
- Orbital gap: 0.1781 Ha
- Net charge: +3

---

Record 4
Here is a 2-piece molecular cluster, C4H11N2O overall in a non-equilibrium geometry from the OMol25 dataset. Energies are from ωB97M-V/def2-TZVPD.

Last column: Mulliken charge in e.
Positions of all 18 atoms, in Å:
C -1.93689 0.21494 0.87406  -0.481
O -0.77452 -0.09132 0.21498  -0.809
C -3.08998 -0.61165 0.28756  -1.041
H -2.16914 1.29628 0.75643  0.216
H -1.85568 0.03485 1.96952  0.249
H -4.07541 -0.39102 0.72194  0.358
H -2.85993 -1.67341 0.37400  0.254
H -3.07997 -0.35121 -0.77392  0.226
C 1.99983 1.59901 -0.36873  -0.610
N 1.44987 -1.22327 -0.45097  -0.379
C 2.65844 -0.62051 -0.65978  0.053
N 3.05649 0.59841 -0.60872  -0.656
H 1.31676 1.55838 -1.22279  0.236
H 2.42435 2.59896 -0.29766  0.270
H 1.39042 1.34826 0.49882  0.189
H 0.54170 -0.73571 -0.17344  0.452
H 1.54738 -2.20972 -0.28672  0.175
H 3.45629 -1.34127 -0.85456  0.295

- Energy relative to the best compared isomer or geometry (same formula, charge and spin): 14.82 kcal/mol
- Orbital gap: 0.2747 Ha
- Net charge: -1